# 1
Density functional theory data (wB97M-V/def2-TZVPD) for C47H45HoN5OP2S as an isolated structure in a non-equilibrium geometry.

Geometry as XYZ:
```
102
Properties=species:S:1:pos:R:3:forces:R:3
Ho 17.466904 11.940588 12.307425 -1.2 0.9 -1.1
S 16.373874 7.225798 12.770522 0.3 0.7 0.8
P 20.454091 11.270870 11.949779 -2.4 0.8 -0.8
P 12.716032 11.607054 11.565065 1.7 -0.7 0.3
O 16.178529 11.837148 14.198582 0.0 -0.1 0.8
N 18.087466 13.940230 13.509339 -0.5 0.2 0.9
N 17.139618 9.061364 14.715180 -0.3 -1.1 -0.5
N 15.817668 13.935632 11.688830 1.2 0.4 0.6
N 16.828816 9.150623 11.206679 0.0 1.1 -0.5
N 17.020231 9.707010 12.441264 -0.1 -2.4 0.7
C 21.606263 12.600491 11.980264 2.0 1.1 0.0
C 22.257436 14.759296 11.037864 -0.4 0.0 0.2
C 19.154095 11.304537 9.363747 0.6 0.0 -0.1
C 11.351630 13.868888 11.709615 -0.1 -0.3 0.0
C 9.280728 14.329554 10.584356 0.1 -0.5 -0.3
C 17.959252 11.772942 9.923894 -0.2 0.3 2.5
C 10.237167 12.117861 10.451981 -0.4 0.4 1.5
C 11.343163 7.284023 10.717123 0.3 0.4 -0.5
C 20.329907 11.054161 10.132533 0.8 -0.4 -0.4
C 21.371917 13.699136 11.102583 -0.9 -1.0 -0.4
C 20.584784 7.353883 12.477744 -0.5 -0.3 -0.7
C 9.210043 12.992364 10.163174 -0.3 1.4 -0.3
C 20.438954 10.627705 7.421314 0.8 -0.4 -1.1
C 21.579754 10.420619 8.147192 -0.5 0.2 -0.4
C 17.334180 5.897416 9.952291 0.2 -0.6 0.4
C 15.145780 11.793815 13.436142 2.0 -0.4 -1.3
C 23.632035 13.690282 12.698734 0.0 0.0 0.3
C 10.359440 14.750816 11.356828 -0.4 1.3 0.7
C 21.502146 10.664890 9.501292 -0.4 -0.2 1.2
C 21.777409 8.258370 14.341622 0.5 -1.2 0.6
C 20.520861 8.607342 11.889974 -0.2 1.1 0.3
C 11.269729 12.534865 11.308297 -1.2 1.0 -1.7
C 16.884057 11.971454 9.131322 -0.9 0.2 -0.4
C 21.003622 9.734017 12.623524 0.9 -1.6 -0.3
C 13.873921 11.753599 14.092663 -1.7 0.3 0.6
C 12.662944 11.924520 16.170816 0.6 -0.6 -0.3
C 16.490321 7.924190 11.201190 0.8 -0.3 -1.4
C 16.877171 8.800589 13.388022 0.2 0.2 0.8
C 22.782440 12.591440 12.770532 -0.8 0.8 0.1
C 11.572193 8.217055 9.682359 -0.2 0.1 0.4
C 21.698622 9.530609 13.850380 -1.3 1.2 -0.6
C 23.379388 14.739317 11.827469 1.0 0.5 0.8
C 16.482469 7.172381 9.868653 -0.7 0.2 1.1
C 11.480000 11.482556 14.119464 0.7 0.1 -1.2
C 13.861456 11.875778 15.484333 -0.2 -0.3 -0.1
C 21.256124 7.154262 13.655914 0.6 0.0 0.5
C 18.098150 11.344352 7.141599 -0.9 0.5 1.2
C 12.183275 9.913927 11.299081 0.3 -0.5 -0.1
C 15.897603 14.970090 12.752297 0.1 0.5 -0.4
C 16.936344 11.809958 7.751106 0.7 -0.6 -1.8
C 11.608142 7.666681 12.026796 -0.4 -0.1 0.7
C 11.494999 11.649152 15.486789 -1.4 0.1 -0.2
C 19.237669 11.081138 7.969789 -0.5 0.0 -0.6
C 12.059426 8.981586 12.312078 -0.6 -1.5 -0.4
C 12.651493 11.631288 13.368969 1.5 0.0 1.6
C 11.984748 9.512934 9.981998 0.1 -0.6 -0.6
C 17.343651 15.228514 13.278643 -1.0 -1.1 0.2
H 16.898525 9.983107 15.073153 0.0 -0.3 -0.1
H 24.055957 15.600793 11.857236 -0.3 -0.3 -0.2
H 10.514468 11.564675 15.964026 0.5 0.1 0.3
H 17.137669 5.265316 10.886235 0.0 0.8 -1.4
H 8.329859 12.740103 9.573068 0.3 -0.4 0.1
H 20.065238 6.500340 12.045974 0.4 0.1 -0.4
H 15.416008 7.009735 9.666087 0.3 -0.4 -0.3
H 22.254918 8.111116 15.306151 0.1 -0.1 -0.2
H 17.910613 15.846367 12.606613 0.3 0.2 -0.3
H 14.841056 11.823280 15.949634 -0.3 0.5 0.3
H 17.251643 15.697876 14.255150 0.0 0.6 -0.2
H 17.164189 8.248718 15.347313 -0.2 1.0 -0.5
H 10.423755 15.773059 11.801489 -0.2 -0.8 -0.8
H 24.445697 13.787399 13.414361 0.1 -0.2 -0.3
H 14.894362 13.505310 11.612982 0.3 0.2 -0.2
H 10.110812 11.078830 10.248638 0.2 -0.5 -0.5
H 20.072488 8.771235 10.876849 0.3 -0.3 1.2
H 16.866220 7.888309 9.128099 -0.1 -0.3 0.2
H 10.607020 11.200286 13.541004 -0.3 0.3 0.4
H 22.514769 10.089710 7.708330 -0.2 0.0 -0.1
H 12.659250 12.005438 17.228646 -0.1 0.2 0.8
H 22.062376 15.658837 10.476183 -0.2 -0.2 -0.4
H 18.397737 6.195111 10.003337 -0.4 -0.2 0.0
H 20.501067 13.641515 10.386268 0.9 0.2 1.0
H 16.043682 12.050064 7.165623 0.4 -0.2 0.0
H 22.375961 10.452059 10.084935 0.4 0.1 0.4
H 15.303413 14.636415 13.585841 -0.2 -0.4 0.4
H 15.881723 12.206568 9.506466 0.3 0.2 0.3
H 19.061844 14.168534 13.653350 0.3 0.0 0.0
H 18.124855 11.200566 6.073454 0.2 0.0 -0.1
H 12.217382 10.210770 9.171383 -0.3 -0.2 0.2
H 17.224593 5.262418 9.049994 -0.1 0.3 0.6
H 20.499152 10.434325 6.360483 -0.2 0.0 -0.2
H 11.021580 6.262134 10.478900 0.0 0.5 0.2
H 15.416837 15.944843 12.469556 0.6 -0.7 0.0
H 17.749048 13.558560 14.418535 0.3 0.4 -0.7
H 11.357111 6.942514 12.852384 0.6 0.9 -0.9
H 22.045375 10.373383 14.480925 -0.3 -0.7 -0.6
H 16.179190 14.268509 10.800229 -0.4 0.1 -0.1
H 12.190933 14.214110 12.316896 -0.2 -0.1 -0.1
H 21.447125 6.117912 13.962479 -0.3 0.6 0.3
H 22.982939 11.860652 13.557994 -0.1 0.0 -0.6
H 12.308924 9.234788 13.321288 -0.1 0.1 0.4
H 8.503698 15.001695 10.236596 0.1 0.1 0.4
H 11.382683 7.976631 8.641764 0.1 -0.2 0.1
```
Forces are in eV/Å.

Summary:
**Highest occupied orbital energy (spin up / spin down)**: -9.41 / -9.47 eV
**Multiplicity**: 5
**Energy above the lowest of the compared OMol25 structures with the same formula, charge and spin**: 0.00 kcal/mol
**<S²>**: 6.00
**Charge**: +1
**E_tot**: -114173.0220 eV

These are the Löwdin partial charges, in e, on atoms 1 to 8: 1.4441, 1.1225, 1.0095, 1.0832, -0.3049, -0.0916, 0.1139, -0.0449

---

# 2
Density functional theory data (wB97M-V/def2-TZVPD) for a 3-piece molecular cluster, C23H43N4O3 overall in a non-equilibrium geometry.

Geometry as XYZ:
```
73
Properties=species:S:1:pos:R:3:forces:R:3
O 1.872198 -0.762721 0.738772 0.8 -0.1 0.5
O -2.090419 -0.666875 -0.083943 0.6 0.4 0.1
O 0.773756 1.392782 1.327306 -0.1 0.1 0.0
N -5.372416 -4.296167 -4.723307 0.2 0.5 0.7
N 3.646104 -4.092579 -2.664816 -0.2 0.1 -0.9
N 0.039437 2.511144 1.548463 -0.8 0.9 0.6
N -1.638091 3.834413 1.450822 0.0 1.9 0.8
C -2.170773 1.714837 0.391853 1.1 0.0 -0.3
C 3.263000 -3.897195 -5.253864 0.0 0.3 0.1
C -5.123207 -3.704190 -3.763238 -0.3 -0.5 -0.5
C -2.483728 -2.339059 -3.425658 0.0 0.0 0.0
C -0.650955 4.538032 2.140433 -1.0 -0.6 -0.8
C 1.681234 4.056586 2.867810 0.0 -0.8 0.1
C 1.390949 -2.194624 -4.951940 0.0 0.0 0.0
C 1.809539 3.609833 4.343234 0.0 0.6 0.2
C -1.459302 -1.231937 1.058708 -0.6 -1.2 0.5
C 3.658513 -1.395531 -0.797446 0.0 0.2 0.2
C 0.644426 4.032974 5.254611 0.2 -0.6 0.5
C -2.382285 -1.307363 2.290344 0.6 0.5 0.2
C 1.384508 0.843401 2.519330 1.3 -0.5 -0.4
C -1.543718 0.572376 -0.471472 -1.0 0.2 -0.3
C -3.805671 -1.820315 -2.870313 0.3 0.1 -0.1
C 2.728349 -2.507092 -5.615407 -0.2 0.2 0.0
C 0.379305 3.704135 2.189120 2.7 0.0 1.0
C -1.215455 2.637783 1.122379 -1.4 -1.5 -1.0
C 1.871723 -0.594796 2.135296 -1.3 0.2 -0.4
C 3.477001 -4.007005 -3.804630 0.2 -0.3 0.7
C -0.598155 3.118516 5.198817 -0.2 0.5 -0.4
C -4.799125 -2.941498 -2.550320 0.1 0.1 -0.3
C 3.073140 -0.317833 0.110534 0.5 -0.1 -1.0
H 4.450070 -0.950596 -1.407827 -0.1 0.0 0.0
H 2.288343 1.425979 2.699649 -0.3 0.2 0.3
H 2.514139 3.668473 2.274120 0.0 0.1 0.1
H -1.056298 2.963596 6.175802 0.1 0.1 0.0
H -0.539978 -0.717562 1.327260 0.0 0.1 -0.3
H 1.019429 3.975547 6.281066 0.1 0.1 -0.1
H 1.476677 -2.184838 -3.863484 0.0 -0.1 0.0
H 2.705710 4.108367 4.727739 0.0 -0.1 -0.1
H -2.160712 -0.465649 2.960674 -0.4 0.0 -0.1
H 0.633353 -2.930307 -5.228901 0.0 0.0 0.0
H -0.719127 5.531917 2.541266 -0.3 0.0 -0.1
H -2.625224 -2.862372 -4.372325 0.0 0.0 0.0
H 0.711403 0.843244 3.375261 -0.1 0.1 -0.1
H -5.721105 -2.525434 -2.143481 0.0 -0.1 0.0
H 1.751601 5.145690 2.863133 0.0 -0.1 -0.2
H -2.151812 -2.197203 2.880455 -0.1 0.0 -0.2
H 3.861688 -0.031665 0.817407 -0.4 0.1 0.3
H 2.852607 -0.779082 2.576876 -0.1 0.0 0.1
H -3.609298 -1.250233 -1.960568 -0.1 -0.1 0.1
H -1.198095 -2.260204 0.789595 0.1 0.2 -0.1
H 2.613568 -2.444880 -6.698698 0.1 -0.1 0.0
H 2.558655 -4.670334 -5.563801 0.0 0.0 0.0
H -0.369731 2.133801 4.782671 0.1 0.0 0.1
H -2.546469 4.216161 1.238561 -0.1 -0.3 -0.1
H 4.130624 -2.195945 -0.226070 -0.3 -0.1 0.0
H -3.442488 -1.310532 2.039148 0.1 0.0 -0.1
H 2.000981 2.543554 4.464037 -0.1 0.0 -0.1
H -4.250088 -1.131192 -3.592408 -0.1 -0.1 0.0
H 1.138753 -1.318221 2.499198 0.3 0.0 0.2
H -0.452540 0.584583 -0.509959 -0.1 -0.1 0.3
H 2.844945 0.561291 -0.506166 -0.1 0.0 0.2
H -1.796945 -1.511367 -3.611408 0.0 0.0 0.0
H -2.884630 1.289350 1.100184 0.2 -0.1 0.0
H 3.457669 -1.747446 -5.326277 0.1 -0.1 0.0
H 2.895295 -1.808009 -1.455488 0.1 -0.1 0.0
H -1.367222 3.568590 4.563492 0.0 -0.2 0.0
H -2.004850 -3.024109 -2.722818 0.0 0.0 0.0
H -1.890034 0.730745 -1.496437 0.1 -0.1 0.1
H -4.380206 -3.622822 -1.808176 0.0 0.0 0.0
H 1.034682 -1.210867 -5.259795 0.0 0.0 0.0
H 0.398173 5.088791 5.104135 -0.1 -0.1 -0.1
H 4.210315 -4.081734 -5.760516 0.0 -0.1 0.0
H -2.741711 2.362890 -0.278607 0.0 0.0 0.1
```
Forces are in eV/Å.

Summary:
**Highest occupied orbital energy**: -12.66 eV
**Charge**: +1
**E_tot**: -36642.0013 eV

These are the Löwdin partial charges, in e, on atoms 1 to 8: -0.1519, -0.1532, -0.0281, 0.1483, 0.1566, 0.0603, 0.1598, -0.0041

---

# 3
Density functional theory data (wB97M-V/def2-TZVPD) for a 2-piece molecular cluster, C2H5B overall in a non-equilibrium geometry.

Geometry as XYZ:
```
8
Properties=species:S:1:pos:R:3:forces:R:3
C -0.370641 0.500818 0.581386 0.0 0.1 3.0
C 0.156072 -0.630399 -0.204464 4.5 -1.8 -1.4
B -0.378103 0.596259 -0.976557 0.3 -2.5 2.4
H -1.161062 0.175119 1.385537 1.0 1.1 -1.9
H -0.214660 -1.624198 -0.197024 -1.2 -0.4 0.0
H 1.606586 -1.311723 -0.278809 -3.4 2.6 0.4
H -0.692760 0.736981 -2.037985 -0.5 1.2 -1.6
H 0.397195 1.086179 1.155549 -0.7 -0.2 -0.8
```
Forces are in eV/Å.

Summary:
**Highest occupied orbital energy**: -9.51 eV
**Energy above the lowest of the compared OMol25 structures with the same formula, charge and spin**: 73.21 kcal/mol
**Charge**: 0
**E_tot**: -2826.6015 eV

Charges obtained by Löwdin population analysis, quoted in units of e: -0.1828, -0.2236, -0.0621, 0.1235, 0.0201, 0.2077, 0.0231, 0.0941

---

# 4
Density functional theory data (wB97M-V/def2-TZVPD) for a 2-piece molecular cluster, C4H12OS2 overall in a non-equilibrium geometry.

Geometry as XYZ:
```
19
Properties=species:S:1:pos:R:3:forces:R:3
S -0.027333 -0.091426 1.189880 1.1 -1.1 -0.9
S 1.310984 0.191553 -0.458340 -1.8 -0.1 0.8
O -3.570957 3.468830 1.446990 0.5 0.2 -0.4
C 3.131615 -1.570151 -1.632399 -0.5 0.3 0.6
C -1.751684 -1.244975 -0.787799 2.9 1.6 -0.7
C -1.655328 -0.258405 0.375770 -0.9 1.0 -0.5
C 1.940032 -1.462477 -0.674291 0.4 -0.8 0.5
H 3.412864 -2.614343 -1.707908 0.0 -0.2 0.0
H -1.110346 -0.799554 -1.579981 -0.7 0.0 -0.1
H -4.434568 3.717144 1.111126 -0.3 0.0 0.0
H 2.899454 -1.208418 -2.631092 0.1 0.2 0.0
H -1.121936 -2.111017 -0.582629 -1.1 -0.8 0.3
H -1.841048 0.781186 0.106280 -0.6 -0.2 -0.4
H -2.752993 -1.315906 -1.188561 -0.1 -0.6 0.3
H -2.978608 4.105642 1.014636 -0.2 -0.2 0.3
H 2.220618 -1.843254 0.314882 0.0 0.1 0.1
H 1.068706 -2.083185 -0.923168 0.1 0.3 -0.3
H -2.450894 -0.542951 1.071620 0.7 0.3 0.8
H 3.947518 -1.034912 -1.147043 0.2 0.1 -0.5
```
Forces are in eV/Å.

Summary:
**Highest occupied orbital energy (spin up / spin down)**: -14.11 / -14.10 eV
**Multiplicity**: 2
**Energy above the lowest of the compared OMol25 structures with the same formula, charge and spin**: 20.62 kcal/mol
**<S²>**: 0.75
**Charge**: +1
**E_tot**: -28051.6934 eV

These are the Löwdin partial charges, in e, on atoms 1 to 8: 0.7156, 0.8104, -0.0676, -0.1145, -0.1336, -0.5421, -0.5682, 0.0910

---

Q: The lowest charge belongs to which entry?
A: C2H5B

---

Q: Which formula does entry 1 have?
A: C47H45HoN5OP2S

---

Q: Among the records above, which one has the lowest charge?
A: C2H5B

---

Q: Among the records above, which one has the highest E_tot?
A: C2H5B